Here is a 6-piece molecular cluster, C2H18NO5 overall at a distorted geometry from the Open Molecules 2025 dataset. Energies are from ωB97M-V/def2-TZVPD.

## Properties
HOMO (spin up / spin down) = -0.0862 / -0.4076 Eh
Orbital gap (spin up / spin down) = 2.742 / 11.339 eV
LUMO level (spin up / spin down) = 0.40 / 0.25 eV

```
! RIJCOSX wB97M-V def2-TZVPD def2/J DEFGRID3
* xyz 0 2
C 1.11602 -1.02511 -1.38734
C -0.38554 -1.16263 -1.11201
N -0.97785 0.19609 -1.23486
H 1.44382 0.01015 -1.28528
H 1.74393 -1.59173 -0.70009
H 1.32801 -1.29848 -2.42227
H -1.00868 -1.83148 -1.67293
H -0.48274 -1.51866 -0.11399
H -0.43792 0.83271 -0.63235
H -1.94226 0.34870 -0.88165
H -1.07890 0.61241 -2.18541
H 2.96168 1.02164 1.42830
H 3.08854 2.58881 1.28445
O 2.74451 1.78834 0.88359
H -1.81052 0.93981 1.11898
H -3.21184 1.10878 1.66470
O -2.74351 0.69909 0.92617
H 0.40951 1.47793 1.96196
H -0.28751 2.80813 1.89788
O -0.31083 1.93001 1.48231
H -3.52341 -1.90457 -2.62861
H -4.20104 -1.28047 -1.38250
O -3.34769 -1.53495 -1.75231
H 3.78329 -1.31484 1.47571
H 3.65852 -1.13060 3.06750
O 3.47240 -0.76911 2.20003
*
```

natural (NBO) atomic charge list, values in e, 2 entries: -0.688 -0.319

***

Here is C9H13Cl2I2NOPPr as an isolated structure at a distorted geometry from the Open Molecules 2025 dataset. Energies are from ωB97M-V/def2-TZVPD.

## Properties
HOMO (spin up / spin down) = -0.5455 / -0.5456 Eh
Orbital gap (spin up / spin down) = 6.491 / 6.953 eV
LUMO level (spin up / spin down) = -8.35 / -7.89 eV

```
! RIJCOSX wB97M-V def2-TZVPD def2/J DEFGRID3
* xyz 2 3
I 0.64566 3.25653 -0.71881
I 1.93945 2.11070 1.28143
Pr -1.27575 -1.35045 -0.37549
P 1.23907 -1.10158 -1.68024
C 2.54784 0.10166 -2.00813
C 2.20232 -2.58596 -1.21658
H -0.14806 -2.22813 -3.37436
H 1.53928 -1.95852 -3.93670
H 0.36903 -0.59572 -3.89088
C 0.69497 -1.51803 -3.38800
H 1.53422 -3.40297 -0.90659
H 2.80873 -2.90430 -2.07621
H 3.23972 -0.29016 -2.76708
H 3.06837 0.31549 -1.06723
H 2.85713 -2.32231 -0.37462
H 2.08166 1.03580 -2.34618
C 2.31173 4.98622 1.44809
O 2.29734 6.11785 1.49171
Cl -1.77557 -3.82002 -0.35838
Cl -2.51880 -0.22938 5.46321
C -2.64651 0.16636 3.81009
C -3.43819 1.24747 3.41085
C -3.45985 1.59827 2.06537
C -2.69181 0.89168 1.14868
N -1.96191 -0.18493 1.55020
C -1.93499 -0.56929 2.86481
H -3.99886 1.77623 4.17369
H -4.04888 2.45647 1.73019
H -2.64026 1.15377 0.08322
H -1.31894 -1.42581 3.09151
*
```

Mulliken atomic charge list, values in e, 2 entries: 0.001 0.100

***

Energy relative to the best compared isomer or geometry (same formula, charge and spin): 3.8 0.0 (kcal per mole)